# 1
{"formula": "C27H21N5O3S", "method": "ωB97M-V/def2-TZVPD", "max_force_ev_per_a": 1.25, "total_energy_ev": -52767.8570, "symbols": ["C", "C", "H", "H", "O", "C", "O", "C", "C", "O", "C", "C", "C", "N", "C", "C", "C", "C", "C", "N", "C", "H", "H", "H", "H", "H", "N", "H", "H", "C", "H", "H", "S", "C", "N", "C", "C", "C", "C", "C", "N", "H", "H", "C", "C", "C", "C", "C", "C", "H", "H", "H", "H", "H", "H", "H", "H"], "coordinates": [[3.82, 0.49, 0.68], [3.09, 1.44, -0.27], [2.52, 2.18, 0.30], [3.80, 1.94, -0.94], [2.21, 0.71, -1.11], [0.95, 0.54, -0.69], [0.50, 1.09, 0.29], [0.21, -0.38, -1.57], [-1.00, -0.86, -1.24], [-1.70, -1.72, -2.03], [-1.20, -2.05, -3.26], [0.00, -1.63, -3.70], [0.46, -1.99, -4.97], [0.84, -2.29, -6.02], [0.94, -0.83, -2.82], [2.14, -1.69, -2.46], [3.33, -1.57, -3.16], [4.39, -2.40, -2.82], [4.21, -3.32, -1.80], [3.07, -3.44, -1.14], [2.07, -2.65, -1.46], [1.16, -2.79, -0.88], [5.00, -3.99, -1.50], [5.33, -2.33, -3.34], [3.43, -0.84, -3.95], [1.30, 0.05, -3.37], [-2.11, -2.76, -4.00], [-1.77, -3.23, -4.82], [-2.86, -3.19, -3.49], [-1.75, -0.58, 0.01], [-2.73, -1.06, -0.04], [-1.84, 0.48, 0.24], [-0.84, -1.28, 1.44], [-0.75, 0.15, 2.46], [-1.68, 1.07, 2.29], [-1.66, 2.17, 3.03], [-0.71, 2.37, 4.03], [0.26, 1.40, 4.23], [0.26, 0.26, 3.43], [1.27, -0.71, 3.54], [2.13, -1.48, 3.63], [1.02, 1.52, 4.98], [-0.73, 3.25, 4.65], [-2.72, 3.15, 2.74], [-3.91, 2.71, 2.16], [-4.93, 3.60, 1.88], [-4.77, 4.95, 2.16], [-3.58, 5.40, 2.73], [-2.57, 4.50, 3.01], [-1.64, 4.87, 3.43], [-3.45, 6.45, 2.94], [-5.56, 5.65, 1.94], [-5.85, 3.25, 1.43], [-4.02, 1.66, 1.94], [4.34, -0.27, 0.11], [3.11, 0.00, 1.34], [4.54, 1.04, 1.28]], "lowdin_charge": [-0.04, -0.19, 0.12, 0.13, 0.00, -0.42, 0.09, -0.03, -0.23, 0.09, -0.29, -0.13, -0.21, 0.17, -0.16, -0.17, -0.02, -0.05, -0.15, 0.07, -0.08, 0.12, 0.10, 0.10, 0.12, 0.16, 0.18, 0.11, 0.11, -0.32, 0.09, 0.08, 1.04, -0.54, 0.10, -0.20, 0.01, 0.01, -0.23, -0.23, 0.19, 0.13, 0.11, -0.16, -0.02, -0.08, -0.09, -0.08, -0.03, 0.11, 0.10, 0.10, 0.10, 0.11, 0.08, 0.06, 0.08]}

***

# 2
{"formula": "C27H21NOP2S4V", "method": "ωB97M-V/def2-TZVPD", "max_force_ev_per_a": 0.24, "total_energy_ev": -119485.6504, "spin_multiplicity": 4, "symbols": ["V", "O", "C", "S", "C", "C", "S", "S", "S", "N", "P", "C", "C", "C", "C", "C", "C", "C", "C", "C", "C", "C", "C", "P", "C", "C", "C", "C", "C", "C", "C", "C", "C", "C", "C", "C", "H", "H", "H", "H", "H", "H", "H", "H", "H", "H", "H", "H", "H", "H", "H", "H", "H", "H", "H", "H", "H"], "coordinates": [[0.15, -1.99, 1.10], [2.14, -8.34, -0.40], [1.82, -7.21, -0.17], [2.72, -6.12, 0.91], [1.63, -4.76, 0.80], [0.56, -4.90, 0.00], [-0.67, -3.67, -0.26], [0.37, -6.44, -0.82], [2.04, -3.32, 1.70], [-0.34, 1.06, 0.82], [1.20, 0.32, 0.82], [2.24, 1.47, 1.77], [3.59, 1.60, 1.47], [4.40, 2.41, 2.25], [3.87, 3.09, 3.34], [2.52, 2.96, 3.64], [1.71, 2.14, 2.87], [1.84, 0.42, -0.88], [1.75, 1.59, -1.63], [2.13, 1.59, -2.96], [2.62, 0.43, -3.54], [2.72, -0.74, -2.80], [2.33, -0.74, -1.46], [-1.46, -0.17, 0.41], [-1.85, 0.14, -1.33], [-2.57, 1.28, -1.71], [-2.73, 1.58, -3.05], [-2.19, 0.74, -4.02], [-1.48, -0.39, -3.65], [-1.31, -0.69, -2.30], [-2.97, 0.31, 1.30], [-4.20, -0.21, 0.89], [-5.34, 0.07, 1.62], [-5.27, 0.86, 2.76], [-4.05, 1.38, 3.17], [-2.90, 1.10, 2.44], [-0.47, 2.01, 0.48], [4.01, 1.08, 0.61], [5.45, 2.51, 2.01], [4.50, 3.72, 3.94], [2.10, 3.48, 4.49], [0.66, 2.03, 3.12], [1.37, 2.50, -1.18], [2.05, 2.50, -3.55], [2.91, 0.43, -4.58], [3.10, -1.64, -3.25], [2.39, -1.66, -0.88], [-3.00, 1.93, -0.96], [-3.29, 2.46, -3.34], [-2.32, 0.98, -5.07], [-1.06, -1.04, -4.40], [-0.76, -1.58, -2.01], [-4.27, -0.83, 0.01], [-6.30, -0.34, 1.30], [-6.17, 1.08, 3.33], [-3.99, 2.00, 4.05], [-1.95, 1.50, 2.77]], "lowdin_charge": [0.11, -0.07, -1.02, 0.95, -1.16, -1.14, 0.49, 0.95, 0.45, -0.37, 0.90, -0.35, -0.08, -0.07, -0.08, -0.08, -0.10, -0.38, -0.09, -0.08, -0.07, -0.06, -0.09, 0.89, -0.35, -0.09, -0.08, -0.08, -0.07, -0.10, -0.36, -0.09, -0.07, -0.08, -0.08, -0.10, 0.08, 0.11, 0.11, 0.11, 0.11, 0.09, 0.11, 0.11, 0.11, 0.11, 0.08, 0.11, 0.10, 0.11, 0.11, 0.04, 0.11, 0.11, 0.11, 0.11, 0.08]}

***

# 3
{"formula": "C27H22AuBrF4NPTe4", "method": "ωB97M-V/def2-TZVPD", "max_force_ev_per_a": 2.55, "total_energy_ev": -152907.4888, "spin_multiplicity": 3, "symbols": ["Au", "Te", "Te", "Te", "Te", "F", "C", "C", "F", "C", "F", "C", "P", "C", "C", "C", "C", "C", "C", "C", "C", "C", "C", "C", "C", "C", "Br", "C", "F", "H", "H", "H", "H", "H", "H", "H", "H", "H", "H", "C", "N", "C", "C", "C", "C", "C", "C", "C", "C", "H", "H", "H", "H", "H", "H", "H", "H", "H", "H", "H", "H"], "coordinates": [[14.84, 10.26, 9.87], [18.12, 8.13, 11.27], [17.43, 5.66, 9.84], [15.62, 8.77, 12.75], [15.33, 7.42, 10.29], [7.51, 7.63, 9.32], [8.62, 8.37, 9.45], [8.59, 9.57, 10.09], [7.39, 10.03, 10.58], [9.75, 10.32, 10.20], [9.67, 11.53, 10.81], [10.98, 9.89, 9.71], [12.53, 10.96, 9.71], [12.24, 11.89, 11.24], [12.38, 13.27, 11.25], [12.40, 13.94, 12.49], [12.36, 13.21, 13.68], [12.21, 11.81, 13.66], [12.08, 11.17, 12.43], [12.27, 12.08, 8.26], [11.03, 12.73, 8.03], [10.88, 13.58, 6.96], [11.94, 13.88, 6.10], [13.16, 13.29, 6.37], [13.31, 12.30, 7.38], [10.99, 8.60, 9.16], [12.57, 7.79, 8.58], [9.86, 7.85, 9.04], [9.90, 6.59, 8.57], [12.48, 13.84, 10.31], [12.49, 15.04, 12.48], [12.47, 13.71, 14.64], [12.20, 11.24, 14.56], [12.02, 10.10, 12.47], [10.24, 12.52, 8.75], [9.90, 14.05, 6.79], [11.88, 14.62, 5.26], [14.12, 13.52, 5.82], [14.24, 11.86, 7.53], [20.34, 9.89, 8.81], [19.24, 10.54, 9.47], [19.57, 11.23, 10.73], [17.93, 10.61, 8.92], [17.22, 11.99, 9.04], [17.96, 13.16, 8.83], [17.36, 14.42, 8.96], [16.03, 14.52, 9.32], [15.27, 13.37, 9.49], [15.87, 12.12, 9.39], [21.20, 9.70, 9.48], [20.69, 10.50, 7.96], [20.03, 8.91, 8.42], [20.23, 10.51, 11.33], [18.67, 11.42, 11.39], [20.23, 12.12, 10.57], [17.32, 9.91, 9.51], [17.96, 10.21, 7.92], [19.02, 13.06, 8.61], [17.98, 15.29, 8.77], [15.54, 15.49, 9.39], [14.24, 13.50, 9.67]], "lowdin_charge": [0.35, 0.32, 0.11, 0.09, -0.02, 0.13, -0.12, -0.10, 0.10, -0.20, 0.08, -0.27, 0.99, -0.39, -0.10, -0.06, -0.07, -0.07, -0.11, -0.34, -0.08, -0.09, -0.08, -0.07, -0.10, -0.59, 0.74, -0.26, 0.07, 0.11, 0.11, 0.10, 0.10, 0.10, 0.10, 0.11, 0.12, 0.13, 0.05, -0.11, -0.36, -0.14, -0.24, -0.25, -0.06, -0.10, -0.10, -0.16, -0.23, 0.08, 0.08, 0.07, 0.06, 0.10, 0.09, -0.06, 0.12, 0.10, 0.10, 0.10, 0.03]}

***

# 4
{"formula": "C27H22BF2O5P", "method": "ωB97M-V/def2-TZVPD", "max_force_ev_per_a": 0.99, "total_energy_ev": -53995.9361, "symbols": ["C", "O", "B", "O", "C", "C", "C", "C", "C", "C", "C", "O", "C", "C", "C", "C", "P", "O", "C", "C", "C", "O", "H", "H", "H", "H", "H", "H", "H", "H", "H", "H", "H", "H", "F", "C", "C", "C", "C", "C", "C", "H", "H", "H", "H", "H", "F", "C", "C", "C", "C", "C", "C", "H", "H", "H", "H", "H"], "coordinates": [[3.90, -1.11, -0.50], [2.58, -0.69, -0.18], [2.45, 0.47, 0.54], [3.20, 0.66, 1.68], [1.47, 1.62, 0.06], [1.94, 2.62, -0.79], [1.13, 3.66, -1.23], [-0.20, 3.73, -0.82], [-0.69, 2.73, 0.02], [0.13, 1.68, 0.44], [-0.49, 0.62, 1.30], [0.10, 0.06, 2.19], [-1.93, 0.32, 0.97], [-2.44, -0.96, 1.03], [-3.77, -1.17, 0.67], [-4.58, -0.11, 0.28], [-6.30, -0.31, -0.21], [-6.74, 0.67, -1.23], [-4.07, 1.19, 0.22], [-2.74, 1.39, 0.56], [-2.11, 2.75, 0.48], [-2.70, 3.76, 0.78], [4.47, -1.36, 0.40], [3.83, -2.00, -1.12], [4.42, -0.34, -1.06], [3.60, 1.53, 1.65], [2.98, 2.59, -1.11], [1.51, 4.42, -1.90], [-0.87, 4.52, -1.14], [-1.81, -1.79, 1.32], [-4.18, -2.17, 0.70], [-7.02, -0.19, 0.99], [-6.42, -1.64, -0.65], [-4.67, 2.03, -0.08], [5.33, 1.89, 0.64], [6.44, 2.11, 1.40], [6.87, 1.11, 2.23], [8.00, 1.34, 3.00], [8.66, 2.56, 2.93], [8.20, 3.55, 2.08], [7.07, 3.33, 1.30], [6.33, 0.17, 2.28], [8.37, 0.57, 3.66], [9.54, 2.74, 3.53], [8.71, 4.50, 2.02], [6.69, 4.09, 0.62], [-3.98, -4.00, -0.31], [-4.67, -4.39, -1.41], [-5.65, -5.35, -1.28], [-6.35, -5.74, -2.41], [-6.07, -5.16, -3.64], [-5.08, -4.20, -3.75], [-4.36, -3.80, -2.62], [-5.84, -5.79, -0.31], [-7.13, -6.49, -2.33], [-6.62, -5.46, -4.52], [-4.85, -3.75, -4.70], [-3.59, -3.04, -2.68]], "lowdin_charge": [-0.05, 0.05, -0.62, 0.17, 0.00, -0.02, -0.05, 0.00, -0.08, -0.04, -0.26, 0.16, -0.07, 0.02, -0.07, -0.32, 0.71, -0.44, 0.01, -0.07, -0.28, 0.14, 0.09, 0.09, 0.09, 0.09, 0.12, 0.11, 0.12, 0.13, 0.09, 0.02, 0.01, 0.13, 0.03, -0.27, -0.01, -0.08, -0.09, -0.08, -0.01, 0.12, 0.11, 0.10, 0.11, 0.12, 0.03, -0.29, -0.02, -0.08, -0.09, -0.08, -0.02, 0.12, 0.11, 0.10, 0.11, 0.12]}

***

What did the second record say?
{"formula": "C27H21NOP2S4V", "method": "ωB97M-V/def2-TZVPD", "max_force_ev_per_a": 0.24, "total_energy_ev": -119485.6504, "spin_multiplicity": 4, "symbols": ["V", "O", "C", "S", "C", "C", "S", "S", "S", "N", "P", "C", "C", "C", "C", "C", "C", "C", "C", "C", "C", "C", "C", "P", "C", "C", "C", "C", "C", "C", "C", "C", "C", "C", "C", "C", "H", "H", "H", "H", "H", "H", "H", "H", "H", "H", "H", "H", "H", "H", "H", "H", "H", "H", "H", "H", "H"], "coordinates": [[0.15, -1.99, 1.10], [2.14, -8.34, -0.40], [1.82, -7.21, -0.17], [2.72, -6.12, 0.91], [1.63, -4.76, 0.80], [0.56, -4.90, 0.00], [-0.67, -3.67, -0.26], [0.37, -6.44, -0.82], [2.04, -3.32, 1.70], [-0.34, 1.06, 0.82], [1.20, 0.32, 0.82], [2.24, 1.47, 1.77], [3.59, 1.60, 1.47], [4.40, 2.41, 2.25], [3.87, 3.09, 3.34], [2.52, 2.96, 3.64], [1.71, 2.14, 2.87], [1.84, 0.42, -0.88], [1.75, 1.59, -1.63], [2.13, 1.59, -2.96], [2.62, 0.43, -3.54], [2.72, -0.74, -2.80], [2.33, -0.74, -1.46], [-1.46, -0.17, 0.41], [-1.85, 0.14, -1.33], [-2.57, 1.28, -1.71], [-2.73, 1.58, -3.05], [-2.19, 0.74, -4.02], [-1.48, -0.39, -3.65], [-1.31, -0.69, -2.30], [-2.97, 0.31, 1.30], [-4.20, -0.21, 0.89], [-5.34, 0.07, 1.62], [-5.27, 0.86, 2.76], [-4.05, 1.38, 3.17], [-2.90, 1.10, 2.44], [-0.47, 2.01, 0.48], [4.01, 1.08, 0.61], [5.45, 2.51, 2.01], [4.50, 3.72, 3.94], [2.10, 3.48, 4.49], [0.66, 2.03, 3.12], [1.37, 2.50, -1.18], [2.05, 2.50, -3.55], [2.91, 0.43, -4.58], [3.10, -1.64, -3.25], [2.39, -1.66, -0.88], [-3.00, 1.93, -0.96], [-3.29, 2.46, -3.34], [-2.32, 0.98, -5.07], [-1.06, -1.04, -4.40], [-0.76, -1.58, -2.01], [-4.27, -0.83, 0.01], [-6.30, -0.34, 1.30], [-6.17, 1.08, 3.33], [-3.99, 2.00, 4.05], [-1.95, 1.50, 2.77]], "lowdin_charge": [0.11, -0.07, -1.02, 0.95, -1.16, -1.14, 0.49, 0.95, 0.45, -0.37, 0.90, -0.35, -0.08, -0.07, -0.08, -0.08, -0.10, -0.38, -0.09, -0.08, -0.07, -0.06, -0.09, 0.89, -0.35, -0.09, -0.08, -0.08, -0.07, -0.10, -0.36, -0.09, -0.07, -0.08, -0.08, -0.10, 0.08, 0.11, 0.11, 0.11, 0.11, 0.09, 0.11, 0.11, 0.11, 0.11, 0.08, 0.11, 0.10, 0.11, 0.11, 0.04, 0.11, 0.11, 0.11, 0.11, 0.08]}